Entry 1:
Entry from the OMol25 dataset: a cluster of 7 separate species, C19H53BO20S6 in total (ωB97M-V/def2-TZVPD).

ORCA input file:
```
! wB97M-V def2-TZVPD RIJCOSX def2/J DEFGRID3
* xyz 0 1
B 4.06 4.61 2.04
C 3.75 5.32 3.42
O 3.99 6.73 3.25
O 5.24 7.09 3.87
H 5.19 4.45 1.73
H 3.17 4.25 1.34
H 4.33 4.91 4.24
H 2.70 5.21 3.72
H 5.86 6.41 3.56
O 2.38 1.34 0.17
S 1.30 1.00 1.05
O 1.31 1.47 2.40
O 1.13 -0.58 1.05
C 2.31 -1.39 1.30
C 2.66 -1.45 2.77
C -0.23 1.41 0.31
H 3.14 -1.02 0.70
H 2.05 -2.37 0.93
H 3.01 -0.48 3.14
H 3.46 -2.18 2.92
H 1.80 -1.74 3.36
H -0.25 1.02 -0.70
H -0.29 2.50 0.30
H -1.03 0.99 0.91
O -2.37 5.49 0.27
S -1.35 5.85 1.20
O -0.46 4.85 1.68
O -2.03 6.58 2.44
C -3.14 5.91 3.08
C -2.69 4.80 4.00
C -0.43 7.22 0.61
H -3.83 5.55 2.32
H -3.64 6.70 3.64
H -2.25 3.97 3.45
H -3.55 4.42 4.57
H -1.94 5.16 4.70
H -1.12 8.00 0.29
H 0.16 6.86 -0.23
H 0.22 7.57 1.40
O 2.81 -2.90 -1.80
S 1.55 -3.57 -1.94
O 1.25 -4.70 -1.11
O 1.34 -3.96 -3.46
C 2.41 -4.69 -4.11
C 2.40 -6.16 -3.75
C 0.24 -2.41 -1.82
H 3.36 -4.22 -3.87
H 2.23 -4.55 -5.17
H 2.66 -6.32 -2.71
H 3.13 -6.69 -4.37
H 1.42 -6.59 -3.92
H 0.46 -1.57 -2.48
H 0.21 -2.08 -0.78
H -0.69 -2.90 -2.09
O -5.07 -5.08 -2.56
S -4.41 -4.95 -1.30
O -3.30 -4.06 -1.18
O -3.97 -6.40 -0.81
C -3.23 -7.21 -1.75
C -1.78 -6.79 -1.84
C -5.58 -4.63 -0.03
H -3.72 -7.18 -2.73
H -3.32 -8.23 -1.38
H -1.69 -5.80 -2.28
H -1.21 -7.49 -2.45
H -1.33 -6.74 -0.84
H -6.40 -5.33 -0.12
H -5.94 -3.61 -0.19
H -5.08 -4.70 0.93
O -8.56 -4.22 -1.04
S -9.63 -3.67 -1.81
O -10.98 -3.92 -1.41
O -9.43 -4.09 -3.32
C -9.19 -5.49 -3.60
C -10.45 -6.32 -3.55
C -9.40 -1.94 -2.02
H -8.43 -5.86 -2.91
H -8.76 -5.49 -4.59
H -10.85 -6.39 -2.53
H -10.24 -7.33 -3.90
H -11.22 -5.88 -4.18
H -8.38 -1.77 -2.36
H -9.56 -1.48 -1.05
H -10.12 -1.58 -2.75
O 7.64 5.25 2.08
S 8.66 4.70 1.25
O 9.33 3.50 1.65
O 9.74 5.83 0.95
C 10.28 6.55 2.08
C 11.34 5.76 2.82
C 8.06 4.52 -0.39
H 9.46 6.84 2.74
H 10.70 7.46 1.65
H 10.91 4.89 3.32
H 11.81 6.39 3.57
H 12.10 5.41 2.12
H 7.59 5.45 -0.70
H 7.33 3.71 -0.37
H 8.89 4.26 -1.04
*
```

Summary:
highest occupied orbital energy = -0.3395 Ha
E_LUMO = 0.40 eV
SMILES = CCOS(C)(=O)=O.CCOS(C)(=O)=O.CCOS(C)(=O)=O.CCOS(C)(=O)=O.CCOS(C)(=O)=O.CCOS(C)(=O)=O.BCOO
max |F| = 0.01643 Eh/bohr

Entry 2:
Entry from the OMol25 dataset: a structure of composition C19H53BrCl5N4O12PSi2V in a non-equilibrium geometry (ωB97M-V/def2-TZVPD).

ORCA input file:
```
! wB97M-V def2-TZVPD RIJCOSX def2/J DEFGRID3
* xyz 1 1
Si 2.17 -7.38 -1.97
O 3.09 -6.04 -1.30
Si 4.15 -6.77 -0.12
Br 3.65 -6.02 1.98
H 3.13 -8.15 -2.79
H 1.70 -8.26 -0.89
H 1.00 -6.93 -2.73
H 5.55 -6.53 -0.49
H 3.94 -8.23 -0.10
O -1.95 -2.42 -1.39
P -1.28 -1.68 -2.55
O -1.34 -2.89 -3.67
C -2.59 -3.27 -4.22
C -3.18 -2.19 -5.11
O 0.28 -1.89 -2.06
C 0.58 -2.23 -0.70
C 0.64 -3.73 -0.51
O -0.63 -0.64 -3.75
C -1.24 0.65 -3.87
C -1.41 1.35 -2.54
H -3.29 -3.53 -3.41
H -2.42 -4.17 -4.81
H -3.51 -1.33 -4.51
H -4.04 -2.56 -5.67
H -2.43 -1.82 -5.81
H -0.13 -1.77 -0.02
H 1.56 -1.81 -0.47
H -0.23 -4.24 -0.94
H 0.71 -3.98 0.55
H 1.52 -4.15 -1.02
H -2.21 0.55 -4.37
H -0.60 1.25 -4.52
H -2.11 0.81 -1.89
H -1.80 2.36 -2.68
H -0.46 1.41 -2.01
C -4.79 3.50 -0.74
Cl -4.19 4.57 0.54
Cl -4.17 1.85 -0.47
Cl -6.57 3.46 -0.69
Cl -4.25 4.08 -2.32
O 1.26 -1.29 1.89
H 0.93 -1.21 2.79
N -4.61 -2.54 0.67
H -4.40 -3.41 1.17
H -3.98 -2.44 -0.13
H -5.58 -2.55 0.34
H -4.48 -1.74 1.30
N 3.82 -1.23 0.48
H 3.19 -1.02 1.28
H 3.52 -2.11 0.04
H 3.78 -0.47 -0.20
H 4.78 -1.34 0.82
C 1.23 -1.62 -6.54
C 2.36 -1.39 -7.49
N 3.24 -1.21 -8.23
H 1.36 -2.58 -6.04
H 1.22 -0.83 -5.79
H 0.29 -1.61 -7.08
O 4.95 -10.33 4.20
Cl 4.61 -8.96 3.88
O 5.28 -8.07 4.80
O 3.18 -8.77 3.98
O 5.04 -8.66 2.53
O 0.84 -0.41 4.98
V 1.55 1.17 5.14
O 2.26 2.74 5.31
C -9.51 2.91 -4.27
C -10.72 3.73 -3.83
C -10.36 4.79 -2.79
C -9.81 4.14 -1.56
N -9.39 3.64 -0.60
H -9.09 2.34 -3.43
H -9.81 2.18 -5.03
H -8.73 3.54 -4.69
H -11.48 3.06 -3.43
H -11.15 4.22 -4.70
H -11.25 5.37 -2.51
H -9.62 5.49 -3.18
C 6.42 8.06 6.28
C 6.79 6.76 5.57
C 5.60 6.10 4.87
C 4.47 5.65 5.79
C 4.87 4.68 6.90
C 5.40 3.35 6.37
H 5.70 7.88 7.09
H 7.31 8.51 6.73
H 5.98 8.78 5.59
H 7.26 6.07 6.27
H 7.55 6.99 4.81
H 5.97 5.24 4.30
H 5.19 6.79 4.13
H 3.69 5.19 5.18
H 4.00 6.53 6.25
H 3.99 4.47 7.52
H 5.61 5.13 7.56
H 4.66 2.86 5.74
H 5.64 2.68 7.21
H 6.32 3.49 5.79
*
```

Summary:
highest occupied orbital energy = -0.3589 Ha
E_LUMO = -8.29 eV
max |F| = 0.18024 Eh/bohr

Entry 3:
Entry from the OMol25 dataset: a structure of composition C19H53LiO12 in a non-equilibrium geometry (ωB97M-V/def2-TZVPD).

ORCA input file:
```
! wB97M-V def2-TZVPD RIJCOSX def2/J DEFGRID3
* xyz 0 1
Li -9.64 12.27 29.34
C -6.63 10.99 28.63
C -8.19 10.79 28.96
O -8.81 11.39 30.13
H -6.08 11.27 29.52
H -6.37 11.69 27.83
H -6.09 10.10 28.29
H -8.43 9.73 28.90
H -8.77 11.08 28.08
C -12.55 10.28 30.33
C -11.11 10.65 30.61
C -10.27 9.30 30.62
O -10.61 11.33 29.48
H -12.76 9.75 29.40
H -13.12 11.19 30.12
H -12.95 9.78 31.21
H -10.93 11.25 31.50
H -10.03 8.95 29.62
H -10.68 8.49 31.22
H -9.31 9.54 31.09
H -9.70 11.08 29.63
C -4.16 8.62 28.46
C -4.00 10.17 28.11
C -2.55 10.74 28.25
O -4.35 10.43 26.78
H -3.82 8.08 27.57
H -5.23 8.41 28.43
H -3.66 8.21 29.33
H -4.79 10.55 28.76
H -2.33 10.63 29.31
H -2.53 11.77 27.90
H -1.74 10.24 27.72
H -5.25 10.14 26.62
C -7.41 7.76 30.53
C -7.38 9.05 31.32
C -8.11 8.98 32.62
O -6.04 9.55 31.61
H -6.67 7.79 29.73
H -8.40 7.67 30.06
H -7.18 6.83 31.05
H -7.76 9.83 30.65
H -8.03 9.96 33.11
H -7.79 8.22 33.33
H -9.16 8.74 32.43
H -5.48 8.78 31.74
C -5.04 13.32 29.87
C -6.20 14.09 29.18
O -7.39 13.31 29.32
O -4.88 13.44 31.22
H -4.10 13.59 29.39
H -5.12 12.29 29.52
H -5.83 14.26 28.17
H -6.24 15.03 29.74
H -8.13 13.90 29.18
H -4.45 14.29 31.34
C -10.41 12.17 26.93
C -11.87 12.08 27.46
O -12.21 10.92 28.27
O -9.37 12.50 27.89
H -10.26 12.87 26.11
H -10.12 11.22 26.48
H -12.59 12.13 26.64
H -12.09 12.96 28.05
H -11.68 10.98 29.07
H -8.59 12.11 27.49
C -7.63 8.83 26.69
C -8.60 7.67 26.28
O -8.05 6.41 26.48
O -6.30 8.62 26.15
H -7.50 8.86 27.77
H -7.99 9.81 26.38
H -8.87 7.79 25.23
H -9.49 7.83 26.87
H -8.37 6.07 27.32
H -6.00 7.80 26.55
C -6.60 12.94 26.65
C -7.38 11.75 25.99
O -8.78 12.11 26.15
O -7.00 14.12 25.95
H -5.53 12.76 26.66
H -6.95 12.99 27.69
H -7.21 10.77 26.44
H -7.23 11.75 24.91
H -8.80 13.02 25.85
H -6.46 14.84 26.30
*
```

Summary:
highest occupied orbital energy = -0.3050 Ha
E_LUMO = 0.04 eV
energy relative to the best compared isomer or geometry (same formula, charge and spin) = 497.13 kcal per mole
max |F| = 0.30382 Eh/bohr

Entry 4:
Entry from the OMol25 dataset: a structure of composition C19H54Ca2N2O13S in a non-equilibrium geometry (ωB97M-V/def2-TZVPD).

ORCA input file:
```
! wB97M-V def2-TZVPD RIJCOSX def2/J DEFGRID3
* xyz 2 1
Ca -12.12 -1.74 16.07
Ca -16.08 -6.23 10.39
S -13.63 -4.67 13.66
O -13.71 -4.53 15.10
O -13.40 -6.01 13.16
O -14.83 -4.22 12.98
O -12.50 -3.80 13.42
C -13.49 -8.47 17.85
O -14.25 -7.36 18.25
H -13.32 -8.43 16.77
H -12.54 -8.40 18.39
H -14.06 -9.34 18.17
H -14.18 -6.73 17.53
C -8.82 -4.41 9.35
O -10.11 -4.15 9.82
H -8.96 -4.55 8.28
H -8.12 -3.64 9.67
H -8.42 -5.34 9.77
H -10.16 -4.15 10.78
C -11.90 -8.91 8.77
O -12.67 -7.85 9.29
H -11.84 -9.76 9.45
H -12.15 -9.23 7.76
H -10.87 -8.56 8.69
H -12.33 -7.75 10.18
C -8.76 -7.58 13.97
O -9.86 -8.23 13.37
H -8.87 -7.45 15.05
H -7.87 -8.19 13.80
H -8.56 -6.57 13.60
H -10.64 -7.70 13.51
C -18.59 -6.45 13.47
O -17.81 -7.23 12.64
C -17.98 -8.57 12.92
C -16.92 -9.53 12.27
N -16.61 -9.27 10.88
C -17.61 -9.73 9.94
C -17.15 -9.37 8.51
O -16.77 -8.00 8.37
C -16.52 -7.65 7.00
H -19.66 -6.59 13.32
H -18.38 -5.39 13.38
H -18.37 -6.65 14.52
H -18.98 -8.73 12.52
H -17.94 -8.80 13.99
H -17.28 -10.55 12.36
H -16.02 -9.47 12.89
H -15.80 -9.84 10.72
H -18.58 -9.26 10.15
H -17.86 -10.79 10.04
H -17.99 -9.44 7.82
H -16.35 -10.03 8.17
H -15.59 -8.07 6.61
H -16.43 -6.56 6.94
H -17.35 -7.87 6.34
C -10.53 0.07 13.58
O -11.81 0.19 14.18
C -12.80 0.49 13.16
C -14.18 0.78 13.87
N -14.64 -0.40 14.70
C -15.69 -0.03 15.64
C -15.64 -1.00 16.87
O -14.30 -0.94 17.45
C -14.26 -1.85 18.60
H -9.90 -0.57 14.20
H -10.10 1.06 13.48
H -10.47 -0.42 12.61
H -12.93 -0.34 12.47
H -12.57 1.34 12.52
H -14.92 1.11 13.14
H -14.11 1.65 14.52
H -15.11 -0.99 14.03
H -16.66 -0.03 15.15
H -15.63 1.02 15.93
H -15.82 -2.02 16.53
H -16.43 -0.67 17.54
H -15.06 -2.59 18.60
H -14.22 -1.34 19.56
H -13.36 -2.46 18.65
C -14.27 -1.07 7.63
C -14.41 -2.51 7.10
C -13.46 -2.71 5.94
O -14.15 -3.33 8.19
H -13.21 -0.85 7.70
H -14.80 -1.00 8.58
H -14.70 -0.40 6.88
H -15.46 -2.67 6.85
H -12.44 -2.60 6.29
H -13.71 -2.04 5.12
H -13.54 -3.70 5.48
H -13.21 -3.21 8.31
*
```

Summary:
highest occupied orbital energy = -0.4246 Ha
E_LUMO = -6.21 eV
energy relative to the best compared isomer or geometry (same formula, charge and spin) = 238.62 kcal per mole
max |F| = 0.07999 Eh/bohr

Entry 5:
Entry from the OMol25 dataset: a cluster of 8 separate species, C19H55BO13S in total in a non-equilibrium geometry (ωB97M-V/def2-TZVPD).

ORCA input file:
```
! wB97M-V def2-TZVPD RIJCOSX def2/J DEFGRID3
* xyz 0 1
C 6.58 -0.74 1.78
O 5.37 -0.19 1.07
C 5.05 -1.07 -0.07
C 3.46 -0.92 -0.43
C 2.45 -1.70 0.65
O 1.87 -2.79 -0.10
S 0.28 -3.20 0.28
O 0.40 -4.44 1.25
O -0.56 -2.05 1.21
C -1.47 -1.40 0.22
B -2.84 -0.81 0.98
O -3.26 -1.15 2.35
O -3.76 0.09 0.22
H 7.18 0.18 2.23
H 6.24 -1.47 2.66
H 7.30 -1.31 1.03
H 5.42 -2.17 0.04
H 5.65 -0.62 -1.00
H 3.19 0.24 -0.50
H 3.24 -1.35 -1.51
H 3.18 -2.12 1.50
H 1.73 -0.86 1.03
H -0.97 -0.50 -0.36
H -1.82 -2.28 -0.50
H -3.73 -0.31 2.69
H -3.17 0.91 0.06
C 7.03 -4.41 5.82
C 5.88 -4.22 4.85
O 6.37 -3.72 3.61
H 7.56 -3.46 5.98
H 6.68 -4.78 6.78
H 7.77 -5.11 5.42
H 5.16 -3.50 5.25
H 5.36 -5.17 4.67
H 7.00 -4.37 3.26
C -4.24 4.35 -1.83
C -3.59 3.62 -0.67
O -2.57 2.76 -1.15
H -4.66 3.64 -2.54
H -5.03 5.02 -1.47
H -3.50 4.95 -2.37
H -4.33 3.01 -0.14
H -3.15 4.33 0.04
H -1.91 3.32 -1.61
C -5.59 3.36 -6.67
C -5.91 4.46 -5.67
O -4.88 4.53 -4.70
H -5.50 2.40 -6.17
H -6.38 3.29 -7.43
H -4.64 3.56 -7.17
H -6.85 4.25 -5.16
H -5.99 5.43 -6.17
H -4.05 4.73 -5.16
C -7.36 1.88 -0.10
C -8.21 1.69 -1.34
O -7.60 2.33 -2.45
H -7.23 2.94 0.12
H -7.82 1.39 0.77
H -6.36 1.46 -0.25
H -9.20 2.13 -1.19
H -8.34 0.62 -1.57
H -6.73 1.92 -2.58
C 11.23 -1.23 -0.37
C 9.76 -1.05 -0.70
O 9.21 -0.01 0.08
H 11.36 -1.46 0.70
H 11.67 -2.04 -0.96
H 11.79 -0.31 -0.56
H 9.21 -1.97 -0.48
H 9.63 -0.81 -1.76
H 9.71 0.81 -0.12
C -2.86 -2.90 -4.71
C -2.60 -1.91 -3.60
O -1.74 -2.48 -2.63
H -3.31 -3.82 -4.31
H -3.53 -2.48 -5.46
H -1.92 -3.19 -5.20
H -3.54 -1.64 -3.10
H -2.14 -0.99 -3.99
H -0.90 -2.71 -3.08
C -2.13 1.99 6.19
C -3.47 1.33 5.92
O -3.58 0.98 4.55
H -2.02 2.90 5.57
H -2.03 2.27 7.24
H -1.30 1.33 5.92
H -4.29 2.00 6.17
H -3.57 0.42 6.52
H -2.85 0.38 4.34
*
```

Summary:
highest occupied orbital energy = -0.3392 Ha
E_LUMO = 0.33 eV
max |F| = 0.12077 Eh/bohr